1.
116
Properties=species:S:1:pos:R:3:forces:R:3 method="wB97M-V/def2-TZVPD" homo_lumo_gap_ev="7.14 / 7.08" largest_force_ev_per_a=3.323 multiplicity=3 s_squared=2.00
Ni 10.32395 24.36022 -2.35049 2.19 1.36 -1.22
O 10.72828 24.74812 -4.35602 0.96 0.00 1.36
C 12.00225 25.37233 -4.35904 -0.75 0.56 1.15
C 13.03446 25.03520 -3.15805 -1.27 -0.95 -0.19
O 12.46176 24.54867 -1.95308 -0.77 0.06 -1.49
H 11.90548 26.45555 -4.28574 -0.51 0.84 -0.01
H 12.45881 25.25407 -5.34172 0.58 -0.46 -0.23
H 13.68031 25.86623 -2.87457 0.00 0.93 -0.41
H 13.72060 24.39325 -3.71053 0.37 -1.08 0.58
C 11.46645 21.63406 1.25522 0.30 -0.06 0.83
C 9.93070 21.35389 1.26969 0.71 -0.79 -0.26
C 9.25871 22.53485 1.90342 -0.29 0.89 -1.36
S 10.17637 23.91626 1.07352 1.22 -0.58 -1.31
O 10.05061 25.16393 1.75953 -0.58 0.55 0.26
O 10.05748 23.89476 -0.40067 -0.80 -0.83 3.11
C 11.76766 23.16151 1.45047 -0.47 -1.02 -0.92
H 11.91973 21.22655 0.35158 -0.09 0.26 -0.02
H 11.95482 21.14683 2.09914 -0.09 -0.27 -0.01
H 9.63345 20.41812 1.74307 0.43 0.04 0.55
H 9.61782 21.14028 0.24765 -0.22 0.71 -0.15
H 9.46229 22.68978 2.96297 0.03 -0.08 -0.03
H 8.18926 22.55769 1.69399 0.06 0.36 0.07
H 12.07960 23.42983 2.45982 -0.26 0.00 -0.02
H 12.52227 23.46998 0.72692 -0.25 0.41 -0.13
C 7.12062 27.75485 -3.51964 -0.64 1.37 0.96
C 6.67580 27.20311 -4.87192 0.33 0.95 -0.13
C 7.24608 25.83771 -4.99541 0.40 -1.22 0.49
S 7.05800 25.10300 -3.32221 1.05 1.90 1.22
O 8.28298 24.55166 -2.73884 -1.19 -0.31 -0.82
O 5.86003 24.31590 -3.30315 -0.27 -0.63 -0.07
C 6.68584 26.77115 -2.48226 -0.19 -2.43 -0.93
H 6.61051 28.66214 -3.19606 -0.27 0.36 -0.62
H 8.15988 28.06020 -3.39800 0.33 -0.59 -0.46
H 7.07800 27.76182 -5.71700 -0.23 0.31 0.13
H 5.59489 27.13400 -4.99428 -0.10 0.39 0.35
H 8.30117 25.89412 -5.26316 0.03 -0.51 0.19
H 6.63931 25.25646 -5.68973 0.44 -0.39 0.09
H 7.03755 26.85376 -1.45387 0.27 -0.14 -0.29
H 5.60401 26.65336 -2.54433 -0.18 0.41 0.45
C 12.74829 28.38920 -0.11752 -0.05 -0.18 0.68
C 12.67911 28.54852 -1.62376 -0.49 1.08 -1.11
C 11.23383 28.56290 -2.07206 -0.85 -0.25 0.30
S 10.33742 27.53275 -0.84581 -0.84 -0.94 -1.03
O 10.02410 26.23463 -1.48457 0.01 2.06 0.66
O 9.19456 28.25468 -0.27894 1.19 -0.57 -0.48
C 11.68786 27.34927 0.35261 0.63 -0.02 -0.86
H 12.56903 29.29615 0.45988 0.21 0.30 -0.37
H 13.76638 28.03994 0.05455 -0.21 0.00 0.65
H 13.30137 27.83079 -2.15834 -0.35 -0.38 0.20
H 13.01049 29.50572 -2.02632 0.71 0.08 0.62
H 11.06231 28.27612 -3.10958 -0.03 -0.74 0.21
H 10.78223 29.55381 -2.02448 0.09 0.12 0.52
H 12.13781 26.36329 0.23640 -0.44 -0.22 -0.31
H 11.26020 27.41147 1.35328 0.14 0.38 -0.15
C 11.01457 20.03264 -5.45939 0.98 0.13 0.81
C 9.67440 20.74337 -5.45296 -0.19 0.77 0.40
C 9.08006 20.59781 -4.07172 0.90 0.26 0.40
S 10.54608 21.00196 -2.96761 -0.52 -1.48 0.23
O 10.65602 19.91086 -1.97568 0.05 1.81 -1.02
O 10.51587 22.39454 -2.52034 -0.06 -2.57 -0.50
C 11.81905 20.75872 -4.26887 -1.09 0.30 -1.07
H 11.56289 20.15091 -6.39397 0.01 0.28 0.01
H 10.88311 18.95574 -5.35403 0.12 -0.04 0.48
H 8.92070 20.40926 -6.16598 0.38 -0.02 -0.27
H 9.85509 21.81300 -5.55946 -0.08 0.09 -0.57
H 8.78058 19.55613 -3.95634 0.05 0.12 0.74
H 8.27396 21.30690 -3.88329 0.09 -0.10 0.22
H 12.78308 20.43803 -3.87402 -0.49 -0.81 0.18
H 12.04953 21.74809 -4.66400 -0.35 0.37 0.18
C 15.48939 26.74741 -5.66783 0.66 -0.31 0.25
C 16.56149 26.80523 -4.52964 -0.53 1.00 -0.62
C 17.03809 28.27879 -4.44336 -1.27 0.40 0.58
S 15.45659 29.24676 -4.74668 0.58 1.14 -0.42
O 15.65498 30.13961 -5.88236 0.20 0.02 0.74
O 14.92546 29.82125 -3.49179 0.69 -1.32 -1.73
C 14.50614 27.89203 -5.46201 -0.01 -0.29 0.72
H 14.97315 25.79218 -5.57232 -0.04 0.02 -0.27
H 15.90778 26.83455 -6.67056 0.19 -0.11 0.02
H 17.41397 26.13360 -4.63114 -0.27 -0.09 -0.14
H 15.91981 26.49497 -3.70498 0.65 0.21 0.78
H 17.79571 28.58374 -5.16525 -0.42 -0.22 -0.46
H 17.40221 28.68423 -3.49936 -0.18 -0.54 0.32
H 14.11225 28.20218 -6.42988 -0.16 0.38 0.41
H 13.72101 27.68038 -4.73615 -0.14 -0.28 -0.16
Br 9.79173 22.16046 -8.44786 0.02 0.42 -0.41
C 10.84182 23.82952 -8.61910 -0.22 -0.27 0.62
C 12.21899 23.42753 -8.14231 0.63 0.13 -0.51
Br 13.56204 24.89259 -8.38913 -0.64 -0.47 0.17
H 10.33623 24.53176 -7.95628 0.22 -0.04 -0.06
H 10.76364 24.16928 -9.65184 0.24 -0.21 0.15
H 12.60819 22.60391 -8.74087 0.01 0.17 -0.01
H 12.26081 23.12586 -7.09572 -0.20 0.37 -0.02
Br 16.19196 23.27328 -4.41928 0.29 -0.26 -0.15
C 16.11180 22.07340 -5.92640 0.41 -0.22 -1.06
C 15.09725 21.03321 -5.72319 -1.43 -0.82 0.18
Br 15.06276 20.00151 -7.43832 -0.24 0.21 0.86
H 17.02084 21.52088 -6.16402 0.53 0.77 0.43
H 15.79062 22.59374 -6.82871 0.38 0.59 0.26
H 14.11484 21.47962 -5.56933 -0.04 -0.19 -0.30
H 15.27547 20.35600 -4.88789 0.23 -0.14 -0.30
Br 14.70140 26.33203 2.15704 0.83 -0.40 -0.42
C 15.70854 24.81109 1.32789 -1.67 -0.61 -0.57
C 15.96587 24.96521 -0.19215 1.17 0.91 0.15
Br 17.40724 26.37334 -0.34626 -0.74 -0.41 -0.24
H 14.93833 24.06649 1.52901 0.13 -0.33 -0.52
H 16.52326 24.52362 1.99247 0.33 0.62 -0.54
H 15.15996 25.19458 -0.88928 -0.64 0.82 0.91
H 16.39596 24.17180 -0.80339 0.43 -0.72 1.18
Br 11.44086 30.05552 -5.79707 -0.04 -0.09 -0.10
C 9.86381 28.96232 -6.20493 0.37 0.25 -1.11
C 10.22979 28.01357 -7.39253 -0.36 -0.35 1.66
Br 8.62338 26.86472 -7.81033 1.07 0.76 -0.24
H 9.07779 29.67795 -6.44604 0.04 -0.20 -0.04
H 9.65107 28.47718 -5.25230 -0.08 -0.42 -0.46
H 11.00075 27.35178 -6.99787 -0.19 -0.35 -0.18
H 10.62366 28.44019 -8.31500 -0.57 0.37 0.21


2.
94
Properties=species:S:1:pos:R:3:forces:R:3 method="wB97M-V/def2-TZVPD" homo_lumo_gap_ev=7.35 largest_force_ev_per_a=1.265 charge=-1
Sr -0.01302 -0.68810 0.50722 -0.18 1.17 -0.44
C 3.34284 2.37965 2.49188 0.05 0.08 0.08
C 2.59637 1.14480 2.05511 0.33 -0.78 0.06
N 1.35506 1.16893 1.70266 -0.30 0.66 0.22
N 0.74300 2.44249 1.84490 0.28 -0.57 -0.14
C -0.54085 2.48662 1.77016 -0.51 -0.11 0.23
S -1.81641 1.32719 1.49645 0.50 0.60 0.09
S -1.15953 4.15887 2.09234 -0.26 -0.13 -0.05
C -0.25628 4.52387 3.61878 0.31 0.13 0.08
C -0.55570 3.57422 4.74464 0.01 -0.10 -0.11
C 0.34009 2.55200 5.04195 -0.03 0.00 0.03
C 0.06507 1.63550 6.04771 0.01 0.03 -0.02
C -1.11314 1.73298 6.77117 -0.02 0.02 0.01
C -2.01505 2.74932 6.47947 0.01 -0.05 0.04
C -1.73811 3.65805 5.47229 -0.04 0.05 -0.03
C 3.37835 -0.14134 2.06887 -0.05 0.49 -0.03
C 4.77474 -0.05461 2.18107 0.00 0.00 -0.04
C 5.60208 -1.15951 2.22308 -0.09 0.05 -0.01
C 5.02072 -2.42779 2.17530 0.02 -0.11 0.00
C 3.65795 -2.56911 2.08430 0.16 0.11 -0.05
C 2.79223 -1.44866 2.01081 -0.36 0.38 0.20
O 1.52202 -1.63082 1.91547 0.34 -0.42 0.34
H 2.68129 3.23450 2.55001 -0.03 -0.02 0.01
H 4.13547 2.60962 1.77724 -0.02 0.00 -0.04
H 3.82423 2.20472 3.45468 -0.01 0.03 0.02
H -0.54057 5.54593 3.87842 -0.03 -0.02 0.00
H 0.81009 4.51001 3.39793 -0.01 0.06 0.01
H 1.24813 2.46501 4.46044 0.03 -0.01 0.00
H 0.77121 0.84130 6.25491 -0.01 -0.01 0.00
H -1.33281 1.01842 7.55442 -0.01 -0.01 0.00
H -2.94274 2.82406 7.03305 -0.01 0.01 0.01
H -2.45697 4.43250 5.23132 0.00 0.02 -0.02
H 5.23526 0.92246 2.22015 0.05 -0.02 0.01
H 6.67408 -1.03797 2.29157 0.03 -0.01 0.01
H 5.64383 -3.31448 2.21095 0.04 0.00 0.00
H 3.19295 -3.54509 2.03747 -0.01 -0.04 0.02
C 3.59263 -0.29691 -1.33053 0.15 -0.09 -0.02
N 2.40663 0.03338 -2.10086 0.04 -0.18 0.39
C 2.02612 -1.09080 -2.93769 -0.05 0.07 -0.14
C 2.65156 1.23413 -2.86991 0.10 -0.04 -0.10
C 1.40997 1.82487 -3.50911 -0.08 0.13 -0.11
N 0.29770 1.97155 -2.59512 0.02 -0.02 -0.03
C 0.62418 2.81310 -1.46115 0.02 0.06 0.07
C -0.86794 2.47362 -3.28419 -0.02 0.09 -0.02
H 4.46510 -0.48627 -1.98298 -0.01 0.01 0.01
H 3.42986 -1.19167 -0.72885 -0.05 0.00 -0.01
H 3.84433 0.51686 -0.65009 -0.03 0.01 -0.02
H 2.82785 -1.34427 -3.65543 -0.02 -0.01 -0.01
H 1.11958 -0.85698 -3.49419 -0.01 0.01 0.00
H 1.80246 -1.96005 -2.32412 0.01 -0.03 0.04
H 3.38249 1.04117 -3.68188 0.00 0.02 0.07
H 3.11754 1.96780 -2.20786 -0.06 0.01 0.01
H 1.08224 1.20337 -4.34862 0.00 0.00 0.05
H 1.70695 2.80396 -3.94306 -0.06 -0.05 0.01
H 1.00274 3.80548 -1.77174 -0.03 -0.01 -0.01
H 1.37663 2.34418 -0.82822 0.01 -0.03 -0.03
H -0.26559 2.96484 -0.85114 0.00 -0.02 -0.02
H -0.70930 3.48801 -3.69589 -0.01 -0.01 0.00
H -1.71287 2.51361 -2.59591 0.01 0.00 0.02
H -1.12975 1.81326 -4.11390 0.02 -0.03 -0.01
N -1.40938 -2.36413 2.02929 0.16 -0.27 -0.14
C -1.52293 -3.76138 1.55773 -0.10 0.06 -0.02
C -0.33273 -4.21511 0.69590 -0.03 -0.07 0.10
C -0.38507 -3.70836 -0.75077 -0.09 0.33 0.06
O -0.65192 -4.47851 -1.67071 -0.09 -0.25 -0.03
O -0.18228 -2.44926 -0.88631 -0.06 -0.97 -0.67
H -0.67189 -2.28404 2.72769 -0.05 -0.06 -0.03
H -2.27313 -2.04698 2.45154 0.02 -0.01 0.01
H -2.44537 -3.83166 0.97457 0.01 -0.04 0.02
H -1.62566 -4.45381 2.40271 0.01 0.01 -0.06
H -0.31225 -5.30569 0.66801 -0.02 0.04 0.05
H 0.57890 -3.84742 1.17505 0.06 -0.05 -0.06
C -5.23764 -1.60294 -2.99427 -0.05 -0.04 0.00
N -4.29111 -2.57432 -2.46178 -0.03 0.08 0.04
C -3.51446 -3.13544 -3.56735 0.01 -0.08 -0.02
N -2.86322 -2.12997 -4.40627 0.02 0.06 -0.01
C -3.85789 -1.16590 -4.85657 -0.02 -0.01 -0.03
N -4.62957 -0.53503 -3.78513 0.04 0.00 0.03
C -3.76782 0.31632 -2.94856 -0.14 0.07 -0.16
P -2.35016 -0.57147 -2.14951 0.20 -0.05 0.38
C -3.40646 -1.94699 -1.47365 -0.07 -0.01 0.02
C -1.78213 -1.46535 -3.66883 0.01 0.00 -0.08
H -5.79471 -1.15831 -2.16573 0.00 0.00 -0.01
H -5.94044 -2.13649 -3.64255 0.00 0.02 0.02
H -4.19840 -3.71213 -4.19819 0.01 0.01 0.01
H -2.74948 -3.79828 -3.16047 0.00 -0.03 0.00
H -4.56635 -1.68765 -5.50798 0.02 0.01 0.00
H -3.35696 -0.38773 -5.43864 -0.01 0.00 0.00
H -4.37280 0.77739 -2.16201 -0.03 -0.02 -0.02
H -3.38550 1.13315 -3.56640 -0.02 -0.02 -0.01
H -4.01831 -1.53521 -0.66289 0.03 -0.03 -0.01
H -2.75613 -2.70818 -1.04565 0.04 -0.02 -0.03
H -1.03480 -2.20089 -3.36449 -0.02 -0.02 0.02
H -1.29898 -0.74000 -4.33349 0.03 -0.04 0.00


Relative energy (zero: lowest compared OMol25 entry of this formula, charge and spin) (kcal per mole)
26.9; 22.2
Electronic energy (hartree)
-26173.1601; -3042.4613